Record 1
{
  "formula": "C32H51N3O19S",
  "method": "ωB97M-V/def2-TZVPD",
  "de_lowest_kj_mol": 339.6,
  "spin_multiplicity": 1,
  "total_charge": 0,
  "homo_lumo_gap_ev": 9.1919,
  "e_tot_ha": -3241.790007,
  "max_force_ev_per_a": 5.5,
  "symbols": ["N", "H", "O", "C", "H", "C", "H", "H", "H", "C", "H", "H", "O", "H", "H", "C", "H", "H", "C", "C", "O", "C", "C", "C", "C", "C", "O", "H", "C", "C", "H", "O", "O", "H", "O", "C", "O", "H", "O", "H", "C", "H", "O", "H", "H", "C", "H", "H", "H", "H", "H", "S", "H", "N", "H", "H", "H", "H", "C", "C", "C", "H", "O", "C", "C", "C", "H", "H", "C", "H", "H", "H", "O", "N", "H", "H", "H", "O", "H", "H", "O", "C", "H", "H", "C", "O", "O", "C", "H", "H", "H", "H", "C", "O", "C", "O", "H", "C", "H", "H", "H", "C", "C", "C", "H", "O"],
  "positions_angstrom": [[-0.1554, -5.9429, -3.9186], [-7.8830, -0.4373, 2.0712], [-1.5398, -0.8147, 8.3580], [-0.7535, 6.8109, 3.2028], [4.3468, -4.5561, 6.4303], [-2.1770, 6.5225, 4.8475], [2.0246, 2.2069, -8.0265], [11.2497, -0.2985, 0.1485], [1.4978, -0.6269, -7.2035], [-8.5473, 0.4077, 2.2518], [-8.2363, 1.2234, 1.5990], [-2.4019, 8.1723, 2.5552], [-3.1247, 0.3856, 7.4374], [-8.8213, 0.1427, 4.4660], [2.1290, -4.4680, 5.4658], [3.9422, -5.4066, 3.3522], [-4.4900, -0.5359, -4.4655], [5.1149, -3.6778, 5.1192], [-9.0399, 3.2402, 2.9873], [-0.3706, -5.3105, -3.0093], [2.8705, -4.6020, 3.5677], [-4.3628, -0.0256, -5.4203], [2.9293, -4.0166, 4.8794], [-1.6563, 0.2259, 9.2404], [-5.7275, 0.5733, -5.6827], [-3.0434, 0.8126, 8.8034], [1.8114, -0.4139, -9.2013], [-9.5340, 0.2121, 1.8319], [4.3358, -4.4039, 5.3511], [-8.5591, 0.8702, 3.6978], [-0.9729, 8.9120, 3.2207], [7.7812, -1.5812, 1.6611], [6.2903, 5.0678, -4.6602], [-6.4126, -0.2644, -5.8131], [-2.3317, -1.3771, 6.2638], [7.1571, 1.7725, -4.6188], [9.9627, -2.2201, 1.7358], [0.6102, -0.5268, 0.7827], [-2.1584, 7.8129, 4.5581], [0.2928, 6.8763, 3.5012], [-4.0315, -1.0880, -6.4934], [-4.7352, -1.9076, -6.6389], [-0.0163, 1.0959, -1.5118], [-0.8642, 0.9565, 9.0766], [8.1257, 1.6670, -4.1301], [6.0299, 1.8298, -3.5967], [2.0177, 0.2890, 0.0764], [-0.8224, 6.4176, 2.1886], [-6.0832, 1.0865, -4.7893], [-2.7920, -4.8847, -1.5219], [3.0291, 0.2743, -7.5682], [-0.0087, 1.6423, -0.1102], [11.0313, -3.3049, 0.4448], [-5.9185, 2.1285, -7.7594], [-10.3462, 1.9496, 3.7985], [5.2104, 1.1852, -3.9145], [-1.4825, 0.9717, 1.5726], [7.0230, 0.9059, -5.2661], [-1.6346, 0.9833, 0.4933], [-2.3346, -0.6556, 7.2233], [-9.2960, 2.1524, 4.0085], [2.8510, -2.9351, 4.7679], [5.7406, 3.1999, -3.5852], [-0.7037, -4.4718, -1.8358], [1.2651, 1.4331, -7.9143], [-1.6410, -6.4477, -0.4851], [-0.8003, -6.4894, 0.2075], [-3.0456, 1.8904, 8.9658], [-5.8507, 1.3854, -6.8506], [-3.5192, 0.6405, -5.2394], [6.4250, 1.4334, -2.6613], [-9.1065, 2.5367, 5.0108], [-1.4670, 5.8884, 3.9482], [-8.8698, 4.0889, 2.1801], [-1.5433, -7.1474, -1.3151], [-1.8882, -4.4166, -0.0963], [-7.5336, 1.1077, 3.9808], [0.5159, 1.3385, -9.1353], [0.1938, -4.5061, -1.2183], [1.5148, 0.6955, 1.6631], [9.3104, -1.0818, 0.0269], [0.8441, 0.1998, -9.8267], [0.6302, 1.6899, -7.0664], [-0.9846, -3.4713, -2.1650], [-1.6084, 8.0290, 3.2886], [7.1350, 3.1173, -5.1898], [0.2730, -0.0919, -10.8586], [10.7142, -1.1998, -0.1497], [-4.0826, -0.6180, -7.4756], [-1.5522, -0.0447, 10.2911], [-3.0437, -1.5457, -6.4406], [-3.8534, 0.4363, 9.4282], [8.9427, -1.5994, 1.2070], [-2.7569, 6.0845, 5.8022], [10.9643, -2.2961, 0.8522], [3.9821, -6.3162, 2.4887], [-2.5315, 1.5097, 0.1666], [-1.8562, -5.0449, -0.9864], [11.8487, -1.9572, 1.3917], [10.9959, -1.5655, -1.1372], [-2.5182, -6.8133, 0.0487], [1.9981, 0.0810, -7.8643], [6.3950, 3.9026, -4.4339], [1.1222, 0.4302, 0.6815], [-1.7307, -0.0250, 0.0907], [4.6767, -5.4700, 4.4923]],
  "atomic_forces_ev_per_a": [[0.58, -1.52, -2.08], [-0.16, -0.01, 0.16], [0.55, -2.32, -1.86], [0.12, -0.71, -3.10], [0.23, -0.93, -0.23], [-1.22, 0.13, 2.00], [-0.21, 0.28, -0.08], [-0.30, 0.22, -0.33], [0.28, -0.03, 0.12], [-0.52, 0.41, -0.41], [0.48, 0.13, 0.16], [0.00, -0.54, -0.13], [-0.97, 1.07, 0.21], [-0.46, -0.32, -0.39], [0.06, 0.22, 0.06], [-1.83, -5.12, -0.62], [0.11, -0.14, 0.16], [-0.38, 0.68, 0.29], [0.82, 2.21, -1.72], [-1.01, 1.87, 2.23], [0.61, 0.42, -0.85], [0.34, -1.88, 0.16], [0.73, 0.10, -0.58], [-1.11, 2.03, 0.10], [-0.27, -0.63, 0.88], [1.24, 0.13, 1.40], [1.78, -1.42, 0.49], [-0.23, -0.50, 0.36], [0.03, 1.25, -0.36], [1.71, 0.27, 0.67], [-0.25, 0.24, 0.54], [3.96, 0.27, -1.40], [-0.12, 0.34, 0.69], [-0.12, -0.13, 0.03], [0.23, 1.01, 1.19], [0.60, 0.46, 0.44], [-1.96, -0.50, 2.98], [-0.08, 0.02, -0.20], [-0.89, 2.33, 0.87], [-0.16, 0.27, 0.31], [0.19, 0.48, -0.85], [-0.32, 0.01, 0.77], [0.28, 0.86, -0.07], [0.09, 0.16, -0.27], [0.04, -0.02, -0.06], [1.14, -1.00, -0.60], [-0.39, 0.30, -0.50], [0.65, 0.07, -0.18], [-0.04, 0.38, -0.18], [-0.08, -0.33, 0.01], [0.07, -0.66, -0.50], [-0.67, -1.69, -1.23], [0.22, 0.06, -0.09], [0.14, -2.20, 2.39], [-0.39, 0.15, 0.74], [-0.45, 0.59, 0.11], [-0.69, -0.10, 0.17], [0.05, 0.71, -0.79], [1.11, -0.16, 0.61], [0.68, -1.11, 0.69], [-0.87, 0.89, -1.99], [-0.39, -0.12, 0.21], [-2.64, -0.63, 3.56], [-0.03, -1.06, -0.02], [0.54, -0.07, -0.78], [-0.55, -0.56, -0.30], [0.14, -0.17, -0.23], [-0.08, 0.04, -0.86], [-0.04, 3.20, -3.12], [-0.30, 0.41, -0.46], [-0.43, 0.51, 0.36], [-0.21, -0.10, -0.12], [0.34, -2.51, 0.57], [-0.58, -2.91, 2.72], [0.47, -0.07, 0.02], [-0.21, 0.32, -0.04], [0.42, -0.21, -0.19], [-0.32, -0.02, 0.37], [0.09, 0.57, 0.01], [-0.40, 0.38, 0.17], [-0.86, 1.20, -1.02], [-2.35, 1.65, -1.61], [-0.11, -0.31, -0.17], [0.45, 0.03, 0.03], [0.93, 0.99, -0.13], [1.47, -2.52, -1.29], [1.52, 0.05, 1.86], [-0.08, -0.98, 0.15], [0.27, 0.30, -0.14], [-0.46, -0.53, -0.16], [0.04, 0.20, 0.37], [-0.17, -0.47, -0.45], [-5.04, 0.02, 0.66], [0.48, -0.30, -0.76], [3.88, 0.16, -0.73], [0.42, 4.24, 2.39], [0.51, 0.60, 0.10], [0.21, 0.73, 0.18], [0.53, -0.99, -0.06], [-0.36, 0.56, -0.16], [-0.06, 0.20, 0.19], [-1.22, 0.53, 0.30], [0.33, 1.54, -2.40], [-0.07, -0.17, 0.86], [0.38, -0.07, 0.10], [0.51, -0.73, -0.33]],
  "mulliken_charge": [-0.40, 0.32, -0.34, -0.30, 0.29, 0.72, 0.24, 0.28, 0.26, -1.16, 0.36, 0.26, -0.30, 0.31, 0.28, 0.66, 0.24, 0.26, 0.17, 0.17, -0.30, -0.29, -0.26, -0.29, -0.46, -0.30, -0.34, 0.31, -0.31, -0.34, 0.27, -0.59, -0.55, 0.24, -0.52, -0.29, -0.30, 0.24, -0.34, 0.28, -1.19, 0.35, -0.62, 0.24, 0.22, -0.22, 0.33, 0.25, 0.31, 0.33, 0.24, 0.50, 0.30, -0.43, 0.23, 0.26, 0.31, 0.31, -0.80, 0.65, -0.32, 0.26, -0.31, -0.26, -0.29, -1.11, 0.28, 0.30, 0.26, 0.32, 0.24, 0.32, -0.30, -0.44, 0.34, 0.27, 0.25, -0.35, 0.21, 0.35, -0.30, 0.70, 0.28, 0.29, -0.28, -0.36, -0.55, -0.29, 0.34, 0.30, 0.32, 0.26, 0.71, -0.56, -0.36, -0.56, 0.33, -0.44, 0.27, 0.28, 0.33, -0.20, 0.70, -0.86, 0.21, -0.33]
}

---

Record 2
{
  "formula": "C32H51N8RbS",
  "method": "ωB97M-V/def2-TZVPD",
  "de_lowest_kj_mol": 166.1,
  "spin_multiplicity": 1,
  "total_charge": 0,
  "homo_lumo_gap_ev": [6.3278, 6.3292],
  "e_tot_ha": -2110.210162,
  "max_force_ev_per_a": 3.1,
  "symbols": ["C", "C", "H", "H", "H", "C", "C", "H", "H", "H", "H", "H", "H", "C", "H", "N", "N", "H", "H", "C", "N", "C", "C", "N", "C", "N", "C", "H", "H", "C", "Rb", "H", "H", "C", "H", "C", "C", "C", "H", "H", "H", "H", "C", "H", "H", "C", "C", "C", "N", "H", "H", "C", "C", "H", "C", "C", "H", "H", "H", "H", "C", "H", "H", "H", "C", "H", "H", "S", "H", "H", "N", "H", "C", "H", "H", "H", "H", "C", "H", "H", "H", "H", "C", "N", "C", "H", "C", "H", "H", "H", "H", "C", "C"],
  "positions_angstrom": [[-2.0847, 3.6726, 2.0306], [-1.9371, 0.1746, 3.4695], [3.7387, -1.4063, 0.4039], [-2.0859, -1.9715, 3.4244], [1.2378, 1.5215, 5.9669], [-5.3515, 1.6649, -1.2614], [-0.7237, 0.2032, 4.1615], [3.1474, 2.6155, 1.7271], [-5.1660, 4.1089, -2.3444], [1.0055, 3.8421, 4.4701], [-5.2493, 0.5838, -1.2013], [2.7548, -1.2991, 2.6504], [2.9625, -7.5559, -1.9662], [-1.6192, 2.4801, 2.8229], [-1.4984, 2.0212, -2.4846], [-1.6798, 2.3187, -1.5189], [1.9359, 2.1029, 0.0421], [-3.4393, -1.1668, 4.2208], [1.3850, 2.9503, 0.1632], [-4.1100, 2.2735, -1.9182], [0.3783, -3.4436, -3.9603], [2.5980, 1.7574, 1.2946], [-0.2964, -1.0120, 4.9428], [1.5934, -2.2584, -2.2919], [2.7404, -1.5554, -2.5906], [0.5128, -1.5788, -2.0658], [3.9927, 0.4364, -3.1216], [-3.2148, 2.2783, -3.9115], [-3.3012, -1.1447, 2.4592], [-3.9991, 1.7609, -3.3608], [-0.2775, 0.0025, 0.3197], [2.0442, 2.1274, 4.5191], [0.0657, -4.4477, -1.4777], [1.0063, -4.5445, -3.4074], [3.8696, -3.3779, -2.5816], [1.9245, -5.2411, -4.1985], [1.3768, 1.3585, 4.8963], [-3.7968, 1.3620, 2.2584], [-4.4512, 0.6737, 2.7865], [4.1621, 0.4879, 2.0199], [1.8929, -2.2022, 1.5980], [4.0273, 1.5058, -3.2904], [-0.6776, -2.0732, -2.4217], [-6.2404, 1.8998, -1.8421], [-3.7785, 0.6946, -3.3581], [2.9435, -0.7109, 0.7198], [0.0499, 1.3683, 4.1785], [-2.7362, -1.1001, 3.3885], [-2.9623, 1.8639, -1.0844], [0.9124, 4.0186, 2.7186], [5.9937, -2.2893, -3.1910], [2.7986, -0.1652, -2.7829], [5.1454, -0.3222, -3.2712], [-0.3749, 4.6409, 3.7516], [-4.2250, 3.8023, -1.8965], [5.0978, -1.6958, -3.0769], [3.3198, -6.8525, -4.3092], [1.8899, 0.4157, -2.6731], [1.8724, 0.4008, 4.7552], [0.5512, -3.3170, -4.9555], [0.7818, -4.9686, -2.0952], [-1.6994, 3.3373, -1.5128], [1.3097, -6.3648, -0.5744], [2.2792, -0.5591, -0.1312], [3.5931, 0.6167, 1.0948], [2.6386, 2.3063, -0.6654], [0.3581, -0.7409, 5.7641], [-2.1033, -1.4798, -1.7540], [-5.4774, 2.0620, -0.2576], [-4.1944, 4.1623, -0.8701], [2.1566, -1.2462, 1.8279], [-4.9352, 1.9225, -3.8886], [3.9131, -2.3101, -2.7349], [-2.6126, 3.3349, 1.1426], [-2.7556, 4.2978, 2.6220], [1.8359, 1.4422, 2.0132], [-1.2454, 4.2842, 1.7127], [0.3314, 3.8245, 3.6208], [-3.7805, 1.0971, 1.2011], [4.2934, 0.8908, 0.3026], [-4.2221, 2.3576, 2.3556], [-1.1646, -1.5077, 5.3691], [1.4859, -6.0443, -1.5911], [-0.7077, -2.7922, -3.5428], [2.4104, -6.7205, -2.3732], [2.0976, -4.9277, -5.2207], [-0.4110, 2.5155, 3.5251], [-3.4210, 4.2744, -2.4595], [0.2279, -1.7217, 4.3006], [-2.9151, 0.8414, -1.1333], [6.0762, 0.1487, -3.5542], [2.6182, -6.3170, -3.6829], [-2.4121, 1.3305, 2.8451]],
  "atomic_forces_ev_per_a": [[0.04, -0.08, 0.09], [0.07, 0.09, -0.04], [-0.22, 0.15, -0.09], [-0.05, -0.05, 0.00], [0.12, -0.02, 0.08], [0.33, 0.14, -0.05], [-0.08, 0.07, -0.03], [-0.21, -0.24, 0.01], [-0.11, 0.07, -0.08], [0.06, 0.05, 0.03], [-0.05, -0.19, 0.01], [-0.21, -0.07, -0.04], [0.00, -0.05, 0.01], [0.03, -0.11, 0.01], [-0.07, 0.14, 0.21], [0.13, -0.03, -0.29], [-0.06, 0.16, -0.19], [-0.10, -0.12, 0.02], [0.03, -0.17, -0.10], [-0.20, 0.21, -0.23], [0.74, 0.40, -0.61], [0.45, 0.12, 0.34], [-0.03, 0.12, -0.09], [-2.19, -0.45, 0.36], [1.05, 1.07, 0.10], [3.02, 0.64, 0.12], [0.09, 0.13, -0.02], [0.08, 0.02, -0.07], [-0.04, -0.07, 0.03], [0.06, 0.07, 0.26], [-0.12, 0.43, 0.33], [0.06, 0.02, 0.01], [-0.07, 0.07, 0.01], [0.14, -0.47, 0.24], [-0.11, -0.14, 0.03], [-0.14, 0.20, -0.02], [-0.10, 0.04, -0.10], [0.09, -0.11, 0.02], [-0.07, -0.03, -0.02], [0.11, 0.01, -0.03], [0.00, 0.09, 0.16], [0.01, 0.03, 0.01], [-0.04, -1.21, -1.04], [-0.07, -0.02, -0.06], [0.01, -0.13, -0.06], [0.51, 0.03, -0.14], [-0.05, -0.03, -0.08], [0.06, 0.07, 0.00], [-0.15, -0.18, 0.12], [0.11, 0.13, -0.07], [0.06, -0.03, -0.02], [-0.33, -0.29, 0.03], [0.12, -0.06, -0.04], [0.02, 0.11, -0.04], [0.07, -0.35, 0.02], [0.23, 0.17, -0.03], [0.03, 0.03, -0.02], [0.03, -0.04, -0.03], [0.08, -0.03, 0.06], [-0.33, -0.28, 0.24], [-0.12, 0.13, -0.16], [0.08, -0.27, 0.08], [-0.03, 0.00, 0.09], [0.21, -0.08, -0.11], [-0.39, -0.01, -0.07], [-0.15, -0.02, 0.03], [0.08, -0.05, 0.06], [-1.19, 0.14, 0.54], [-0.03, 0.02, 0.15], [-0.02, 0.07, 0.13], [-0.08, -0.18, 0.16], [-0.10, 0.04, -0.11], [-0.48, 0.05, 0.11], [-0.08, 0.05, -0.11], [-0.07, 0.14, -0.02], [0.03, 0.12, 0.07], [0.03, 0.10, -0.04], [-0.05, -0.14, 0.02], [-0.14, 0.06, -0.05], [0.12, 0.01, 0.02], [-0.08, 0.04, -0.10], [0.01, -0.12, 0.02], [-0.03, -0.06, -0.08], [-0.92, 0.06, -0.04], [0.13, -0.13, 0.06], [-0.02, 0.04, -0.06], [-0.06, -0.07, 0.02], [0.05, 0.06, -0.06], [0.07, -0.14, 0.04], [0.13, 0.20, 0.04], [0.04, 0.05, 0.01], [0.06, -0.11, 0.07], [0.15, 0.00, 0.10]],
  "mulliken_charge": [-1.93, 1.17, 0.37, 0.51, 0.44, -1.68, 0.94, 0.39, 0.47, 0.47, 0.34, 0.26, 0.39, 1.69, 0.22, -0.54, -0.34, 0.39, 0.17, 1.62, 0.37, 0.10, -2.42, 0.16, -0.50, -0.09, -0.79, 0.41, 0.44, -1.73, 0.58, 0.46, 0.47, 0.71, 0.37, -0.58, -2.63, -2.24, 0.53, 0.43, 0.25, 0.42, 0.14, 0.49, 0.32, 0.69, 1.35, -2.46, 0.44, 0.31, 0.41, 0.28, -0.49, 0.53, -1.84, -0.72, 0.37, 0.55, 0.50, 0.26, -0.03, 0.22, 0.39, -1.09, -1.14, 0.23, 0.49, -0.58, 0.34, 0.33, -0.33, 0.45, -0.12, -0.08, 0.43, -0.38, 0.45, -2.50, 0.33, 0.38, 0.48, 0.51, -0.73, -1.00, -0.54, 0.31, 0.94, 0.40, 0.30, -0.33, 0.39, -0.56, 0.85]
}